DFT (ωB97M-V/def2-TZVPD) results for a molecular structure, C45H49As2GaN2O16S2 at a distorted geometry.

Cartesian coordinates (Å):
As1 1.79 2.58 2.67
As2 -1.80 3.66 1.48
Ga1 0.43 -2.58 -0.60
S1 -2.39 -3.77 0.28
S2 1.66 -3.28 1.26
O1 0.96 -3.53 -2.09
O2 -0.87 0.06 4.06
O3 2.22 4.75 -0.54
O4 1.03 -0.86 -0.47
O5 -1.45 -2.81 -0.66
O6 0.11 0.67 -1.90
O7 -2.07 3.03 5.31
O8 2.99 2.36 -5.13
O9 7.05 0.67 -0.78
O10 0.82 1.10 5.21
O11 -3.52 2.58 3.57
O12 3.38 3.77 1.14
O13 0.03 6.70 0.14
O14 -1.23 5.17 -0.94
O15 5.68 -0.27 0.74
O16 5.22 2.20 -4.98
N1 4.07 2.04 -4.48
N2 5.93 0.29 -0.36
C1 2.04 -5.06 1.27
C2 -0.14 1.03 4.23
C3 -3.72 -1.56 1.46
C4 -1.21 2.85 3.07
C5 -4.08 -3.98 -0.52
C6 3.95 1.43 -3.21
C7 -4.32 -3.25 -1.80
C8 -2.25 2.84 4.13
C9 -5.84 0.17 0.79
C10 -5.56 -2.65 -1.96
C11 3.87 -3.26 -2.03
C12 5.93 -3.80 -3.18
C13 -3.72 -0.84 0.27
C14 -0.85 5.25 -2.32
C15 -2.73 -2.68 1.75
C16 1.70 -3.40 -3.20
C17 -5.02 -2.20 -4.24
C18 0.90 -2.97 2.87
C19 5.17 -4.23 -4.29
C20 3.81 -3.96 -4.34
C21 3.52 0.14 -0.82
C22 1.04 3.89 1.40
C23 0.63 0.30 6.41
C24 -0.04 2.21 3.28
C25 2.64 1.31 -2.77
C26 -0.34 5.53 0.03
C27 -0.14 4.43 1.00
C28 -3.77 -2.78 -4.11
C29 3.14 -3.44 -3.21
C30 1.01 -3.28 -4.50
C31 3.42 4.63 -1.35
C32 -2.42 5.33 2.35
C33 4.83 0.46 -1.28
C34 2.31 4.18 0.65
C35 -4.53 2.30 4.64
C36 -4.84 -1.43 2.32
C37 -3.41 -3.33 -2.88
C38 -5.83 -0.48 2.02
C39 2.22 3.76 4.18
C40 -4.72 0.08 -0.03
C41 1.06 0.14 -1.38
C42 -5.91 -2.07 -3.16
C43 5.26 -3.40 -2.04
C44 2.48 0.54 -1.62
C45 5.09 1.02 -2.51
H1 -2.79 5.96 1.54
H2 -3.07 -3.33 2.55
H3 2.81 3.17 4.92
H4 -3.24 5.19 3.07
H5 0.33 -0.72 6.18
H6 -1.63 5.92 2.78
H7 0.47 -3.91 3.29
H8 3.28 -4.19 -5.29
H9 5.70 -4.62 -5.16
H10 -0.11 0.79 7.11
H11 -2.50 -3.92 -2.73
H12 3.23 4.01 -2.24
H13 -3.11 -2.88 -4.96
H14 -0.19 4.42 -2.59
H15 -6.71 0.81 0.52
H16 -5.00 -2.05 3.20
H17 -0.02 -3.69 -4.40
H18 -1.73 5.27 -2.94
H19 4.15 4.07 -0.75
H20 1.82 1.69 -3.38
H21 3.39 -0.38 0.14
H22 -4.04 2.68 5.56
H23 1.45 -3.72 -5.37
H24 1.63 0.28 6.83
H25 3.71 5.61 -1.73
H26 6.96 -4.01 -3.19
H27 1.20 -5.74 1.16
H28 2.84 4.58 3.85
H29 -6.87 -1.53 -3.29
H30 -6.62 -0.25 2.78
H31 1.30 4.11 4.60
H32 -5.43 2.88 4.35
H33 5.74 -3.21 -1.11
H34 -4.87 -3.68 0.16
H35 2.48 -5.29 2.26
H36 -4.58 0.68 -0.94
H37 -6.22 -2.67 -1.07
H38 -0.36 6.24 -2.43
H39 -2.96 -1.00 -0.46
H40 1.73 -2.54 3.48
H41 0.16 -2.17 2.76
H42 3.36 -2.86 -1.14
H43 -4.14 -5.07 -0.72
H44 -4.77 1.23 4.72
H45 2.76 -5.27 0.45
H46 6.09 1.06 -2.91
H47 -1.79 -2.30 2.12
H48 0.87 -2.14 -4.65
H49 -5.36 -1.82 -5.24

Calculated values
Net charge: +2
Orbital gap (eV): 4.95
Highest occupied orbital energy (eV): -12.05
E_LUMO (eV): -7.09
2S+1: 1
Max |F| (eV/Å): 5.740

Löwdin atomic charge list, values in e, 4 entries: number 1, As, carries 1.28; number 2, As, carries 1.33; number 3, Ga, carries 0.32; number 4, S, carries 1.13

---

DFT (ωB97M-V/def2-TZVPD) results for a molecular structure, C45H49MgO4P3Si at a distorted geometry.

Cartesian coordinates (Å):
P1 2.00 0.19 -1.25
P2 -0.95 -2.75 0.24
P3 -1.23 2.15 0.37
Si1 1.47 0.92 2.06
Mg1 0.08 -0.52 0.63
O1 0.23 -3.79 0.41
O2 -2.18 -3.70 -0.05
O3 -0.55 -1.83 -0.88
O4 -1.15 -1.90 1.49
C1 -3.99 2.91 0.72
C2 1.79 1.16 -2.79
C3 2.84 1.67 -3.56
C4 0.45 -4.83 1.42
C5 3.38 -2.98 -3.49
C6 -0.41 -6.04 1.09
C7 2.28 0.28 3.64
C8 -5.55 1.54 1.95
C9 -2.98 1.98 0.92
C10 0.48 1.31 -3.24
C11 -2.24 4.45 -2.87
C12 -0.20 5.36 -1.98
C13 -0.52 3.04 1.83
C14 1.92 -5.16 1.25
C15 -0.23 4.41 -0.96
C16 5.55 1.94 -0.11
C17 -4.13 -3.21 1.34
C18 4.58 1.23 -0.80
C19 -1.26 3.47 -0.89
C20 3.30 1.04 -0.26
C21 -4.55 0.59 2.16
C22 4.00 2.24 1.70
C23 -1.22 5.39 -2.93
C24 0.37 4.42 4.09
C25 1.26 2.49 -5.19
C26 4.07 -3.73 -2.55
C27 -5.27 2.69 1.23
C28 2.57 2.34 -4.74
C29 -2.25 3.48 -1.87
C30 0.57 2.53 2.55
C31 5.24 2.47 1.14
C32 2.89 -1.30 -1.82
C33 -4.27 -4.46 -0.82
C34 -3.81 -2.00 -0.84
C35 0.22 1.97 -4.44
C36 -3.28 0.81 1.64
C37 -3.60 -3.31 -0.08
C38 2.78 -1.78 -3.13
C39 0.99 3.24 3.69
C40 -1.14 4.23 2.23
C41 3.00 1.50 1.04
C42 0.17 -4.33 2.83
C43 -0.70 4.92 3.35
C44 4.17 -3.27 -1.24
C45 3.58 -2.07 -0.88
H1 -3.86 -4.54 -1.83
H2 -4.88 -1.80 -0.92
H3 -6.54 1.37 2.34
H4 0.56 4.40 -0.21
H5 3.79 2.62 2.70
H6 -4.76 -0.31 2.71
H7 3.86 1.55 -3.25
H8 4.84 0.79 -1.76
H9 3.29 -3.34 -4.51
H10 0.72 -3.41 3.02
H11 1.52 -0.09 4.35
H12 2.24 -1.20 -3.87
H13 0.71 4.94 4.97
H14 -3.38 -2.07 -1.85
H15 1.06 3.01 -6.12
H16 -1.19 5.84 3.65
H17 -3.04 2.74 -1.85
H18 2.19 -5.98 1.93
H19 -1.47 -5.80 1.17
H20 -0.21 -6.37 0.06
H21 -2.50 0.07 1.81
H22 6.53 2.08 -0.54
H23 3.39 2.74 -5.33
H24 0.60 6.08 -2.02
H25 -0.80 2.07 -4.79
H26 -4.00 -4.17 1.86
H27 2.13 -5.46 0.22
H28 0.50 -5.09 3.54
H29 2.93 -0.57 3.38
H30 -0.33 0.89 -2.67
H31 -5.20 -2.97 1.32
H32 -4.09 -5.40 -0.29
H33 -1.97 4.63 1.67
H34 1.82 2.86 4.28
H35 -5.34 -4.28 -0.88
H36 -0.17 -6.86 1.77
H37 5.99 3.04 1.69
H38 2.90 1.02 4.17
H39 -3.79 3.82 0.17
H40 -6.04 3.43 1.07
H41 4.71 -3.85 -0.50
H42 3.67 -1.71 0.14
H43 -3.03 4.46 -3.61
H44 -3.60 -2.44 1.90
H45 2.53 -4.29 1.49
H46 -0.89 -4.13 2.99
H47 -3.34 -1.16 -0.33
H48 -1.21 6.13 -3.71
H49 4.53 -4.67 -2.84

Calculated values
Orbital gap (eV): 7.75
Highest occupied orbital energy (eV): -7.10
E_LUMO (eV): 0.65
2S+1: 1
Relative energy (zero: lowest compared OMol25 entry of this formula, charge and spin) (kcal per mole): 6.5
Max |F| (eV/Å): 1.101

Löwdin atomic charge list, values in e, 4 entries: number 1, P, carries 1.06; number 2, P, carries 0.23; number 3, P, carries 1.09; number 4, Si, carries 0.58

---

DFT (ωB97M-V/def2-TZVPD) results for a molecular structure, C45H50F4N6O3PSSi2TaTe.

Cartesian coordinates (Å):
Ta1 1.45 -0.01 -0.68
Te1 -0.76 -2.68 3.50
S1 3.52 -0.18 3.80
P1 -1.49 -0.11 0.28
Si1 2.07 1.68 -3.67
Si2 2.40 -1.61 -3.65
F1 -4.92 -2.98 1.43
F2 -0.71 -2.31 -2.23
F3 -3.50 0.36 -1.56
F4 -2.98 -4.57 1.08
O1 -2.79 -1.74 -1.81
O2 -0.50 0.62 -0.76
O3 -2.43 1.05 0.87
N1 -0.06 -5.76 1.75
N2 -6.64 -0.84 2.65
N3 1.73 -0.01 1.96
N4 1.61 2.23 -0.21
N5 -5.65 1.99 -0.26
N6 1.37 -1.93 -0.07
C1 1.14 -1.91 -4.98
C2 0.62 -2.82 0.10
C3 -5.38 0.94 0.10
C4 -3.93 -2.45 -2.60
C5 1.88 -0.28 4.27
C6 -1.92 2.35 1.30
C7 -3.91 -2.53 0.69
C8 0.34 2.34 -3.99
C9 4.02 -0.02 1.09
C10 -0.87 -0.71 4.70
C11 -1.67 -3.22 -0.29
C12 -2.90 -3.38 0.51
C13 6.29 -0.11 0.31
C14 -2.53 3.44 0.46
C15 5.84 -0.07 -1.00
C16 4.08 -1.44 -4.46
C17 -5.11 -0.38 0.63
C18 5.38 -0.09 1.35
C19 2.64 2.79 0.46
C20 -4.12 -1.18 0.17
C21 3.53 0.04 -0.23
C22 -0.37 -0.46 3.36
C23 0.10 -0.74 5.79
C24 -2.31 -0.32 5.12
C25 -0.22 -4.86 1.07
C26 4.48 0.01 -1.26
C27 -2.22 1.14 5.59
C28 1.72 0.00 -2.70
C29 2.82 1.45 -5.35
C30 -4.88 -1.47 -3.21
C31 3.03 -0.03 2.18
C32 1.06 -0.20 3.17
C33 -0.39 -3.72 0.23
C34 2.57 -3.14 -2.58
C35 -5.97 -0.70 1.73
C36 0.65 3.09 -0.63
C37 2.73 4.14 0.75
C38 1.41 -0.52 5.60
C39 1.74 5.00 0.31
C40 -1.72 -2.55 -1.44
C41 0.69 4.45 -0.40
C42 -3.33 -0.42 3.98
C43 -2.81 -1.20 6.27
C44 -3.08 -0.64 -0.78
C45 3.14 2.94 -2.80
H1 0.39 3.33 -4.45
H2 2.69 2.41 -5.85
H3 -3.85 -0.95 6.48
H4 -3.06 0.19 3.12
H5 1.61 -3.58 -2.29
H6 -0.26 -0.94 6.79
H7 -0.17 1.68 -4.70
H8 -0.28 2.41 -3.11
H9 2.11 -0.56 6.43
H10 0.12 -2.00 -4.59
H11 4.86 -1.00 -3.85
H12 5.75 -0.13 2.37
H13 4.05 -0.92 -5.41
H14 3.59 4.50 1.30
H15 -1.86 1.79 4.79
H16 -2.18 4.41 0.81
H17 4.17 0.08 -2.29
H18 -3.61 3.42 0.53
H19 1.37 -2.84 -5.51
H20 -5.47 -0.93 -2.47
H21 1.80 6.06 0.51
H22 3.78 2.54 -2.02
H23 7.35 -0.16 0.52
H24 -4.29 -0.05 4.35
H25 6.55 -0.09 -1.82
H26 -0.11 5.07 -0.79
H27 -2.20 2.45 2.35
H28 -3.47 -1.45 3.65
H29 -4.37 -0.76 -3.86
H30 2.32 0.70 -5.97
H31 -1.56 1.25 6.44
H32 -2.25 -1.05 7.19
H33 -5.56 -2.06 -3.81
H34 -1.06 -0.04 2.65
H35 -3.34 -3.00 -3.33
H36 -2.26 3.32 -0.59
H37 1.14 -1.11 -5.72
H38 0.63 -0.06 -2.93
H39 3.88 1.24 -5.33
H40 -0.17 2.67 -1.16
H41 3.80 3.38 -3.56
H42 -0.83 2.34 1.25
H43 -2.76 -2.26 6.00
H44 4.40 -2.47 -4.67
H45 -3.21 1.49 5.88
H46 -4.37 -3.14 -1.88
H47 3.17 -2.98 -1.68
H48 3.44 2.14 0.76
H49 3.09 -3.88 -3.19
H50 2.55 3.75 -2.38

Calculated values
Net charge: +2
Orbital gap (eV): 5.43
Highest occupied orbital energy (eV): -12.09
E_LUMO (eV): -6.66
2S+1: 1
Relative energy (zero: lowest compared OMol25 entry of this formula, charge and spin) (kcal per mole): 151.6
Max |F| (eV/Å): 0.993

Löwdin atomic charge list, values in e, 4 entries: number 1, Ta, carries 1.79; number 2, Te, carries 1.25; number 3, S, carries 1.23; number 4, P, carries 0.95

---

DFT (ωB97M-V/def2-TZVPD) results for a molecular structure, C45H50N5NiO2P2 at a distorted geometry.

Cartesian coordinates (Å):
Ni1 -0.81 0.23 -0.16
P1 -0.18 -1.97 0.02
P2 1.45 0.61 -0.34
O1 -2.65 -0.75 0.14
O2 -4.77 -0.83 -0.56
N1 -5.49 -0.28 2.04
N2 2.53 -2.06 -0.44
N3 -6.25 -2.37 1.45
N4 -3.99 -2.03 1.79
N5 -2.36 1.82 -0.15
C1 0.27 5.10 -0.87
C2 -1.80 -4.24 2.99
C3 1.54 -2.47 0.53
C4 -3.64 1.27 -0.63
C5 3.50 4.21 -2.37
C6 -4.87 2.06 1.46
C7 2.55 -0.73 -1.03
C8 -0.06 -3.32 -4.40
C9 -3.71 -0.24 -0.36
C10 2.67 0.73 4.11
C11 0.34 6.23 -1.72
C12 2.21 2.19 -2.46
C13 1.34 0.86 3.74
C14 4.05 -3.79 0.39
C15 -4.88 1.95 -0.06
C16 -0.15 -2.53 -1.72
C17 3.65 0.54 3.14
C18 5.73 -3.34 -1.77
C19 -2.68 -5.09 2.33
C20 2.79 3.27 -3.10
C21 -0.56 -1.66 -2.73
C22 3.64 4.05 -1.00
C23 -4.51 0.79 2.22
C24 -2.06 -4.08 0.22
C25 -2.81 -5.01 0.95
C26 0.99 0.82 2.40
C27 3.71 -2.81 -0.55
C28 4.57 -2.60 -1.63
C29 3.29 0.49 1.80
C30 6.06 -4.32 -0.83
C31 -1.17 -3.24 0.88
C32 1.21 7.58 0.06
C33 1.95 0.64 1.42
C34 5.21 -4.53 0.24
C35 0.80 7.44 -1.27
C36 1.15 6.49 0.93
C37 0.36 -4.19 -3.40
C38 3.07 2.97 -0.35
C39 -5.23 -1.53 1.69
C40 0.32 -3.80 -2.07
C41 0.70 5.27 0.48
C42 2.35 2.02 -1.08
C43 -0.17 3.85 -1.32
C44 -0.52 -2.05 -4.06
C45 -1.06 -3.31 2.27
H1 -0.03 -3.63 -5.43
H2 -3.64 1.37 -1.72
H3 6.38 -3.16 -2.61
H4 -2.13 2.67 -0.66
H5 2.31 -0.76 -2.10
H6 -6.45 0.02 1.94
H7 4.05 0.34 1.05
H8 0.66 4.42 1.14
H9 2.67 3.39 -4.17
H10 3.18 2.87 0.72
H11 -3.49 -5.67 0.43
H12 0.01 6.12 -2.75
H13 -0.15 3.00 -0.65
H14 -0.47 3.69 -2.34
H15 -5.75 1.38 -0.41
H16 -0.94 -0.68 -2.47
H17 1.56 8.54 0.42
H18 -3.22 -1.41 1.57
H19 3.94 5.06 -2.86
H20 5.45 -5.28 0.98
H21 -0.40 -2.63 2.79
H22 2.95 0.78 5.16
H23 -3.24 -5.83 2.88
H24 0.72 -5.18 -3.66
H25 3.43 -3.96 1.26
H26 -3.84 -2.95 1.37
H27 4.19 4.78 -0.42
H28 -3.53 0.43 1.92
H29 0.85 8.29 -1.94
H30 -7.14 -1.97 1.18
H31 3.56 -0.32 -0.94
H32 1.47 6.61 1.95
H33 -2.17 -4.02 -0.85
H34 0.58 1.00 4.50
H35 4.33 -1.87 -2.39
H36 6.97 -4.90 -0.94
H37 -5.85 2.42 1.80
H38 0.65 -4.48 -1.30
H39 -1.70 -4.29 4.07
H40 4.68 0.44 3.42
H41 -0.85 -1.37 -4.84
H42 1.74 -2.08 1.54
H43 -0.05 0.92 2.11
H44 -4.99 2.96 -0.48
H45 -4.16 2.83 1.78
H46 -4.46 1.02 3.29
H47 -6.04 -3.24 1.01
H48 1.53 -3.56 0.59
H49 -2.44 2.09 0.82
H50 1.63 1.47 -3.03

Calculated values
Net charge: +1
Orbital gap (alpha / beta) (eV): 7.39 / 7.20
Highest occupied orbital energy (alpha / beta) (eV): -9.14 / -9.67
E_LUMO (alpha / beta) (eV): -1.75 / -2.48
2S+1: 3
Max |F| (eV/Å): 1.284

Löwdin atomic charge list, values in e, 4 entries: number 1, Ni, carries 0.07; number 2, P, carries 1.06; number 3, P, carries 1.03; number 4, O, carries -0.18

---

max |F| of number 4 (C45H50N5NiO2P2)? 1.284 eV/Å